Here is a cluster of 16 separate species, C29H79F6N24O14P in total from the OMol25 dataset. Energies are from wB97M-V/def2-TZVPD.

## Properties
max |F|: 8.58 eV Å⁻¹
spin multiplicity: 2
charge: -1
HOMO energy (alpha / beta): -0.890 / -5.120 eV
electronic energy: -121388.221 eV
orbital gap (alpha / beta): 2.514 / 6.741 eV

Geometry as XYZ:
```
153
Properties=species:S:1:pos:R:3:mulliken_charge:R:1
C 9.737 -8.208 37.125 0.983
C 9.048 -8.875 35.938 -1.296
N 9.564 -8.345 34.649 0.649
C 9.029 -7.215 33.999 -0.984
C 9.828 -6.990 32.902 -1.675
N 10.690 -8.062 32.698 0.644
C 10.606 -8.804 33.888 -0.537
C 11.618 -8.333 31.582 -0.730
H 9.428 -8.628 38.082 -0.095
H 9.542 -7.137 37.180 -0.057
H 10.806 -8.368 37.258 0.113
H 7.963 -8.771 35.971 0.346
H 9.297 -9.933 36.023 -0.005
H 8.249 -6.690 34.529 0.715
H 9.960 -6.126 32.268 0.988
H 11.028 -9.787 34.033 0.326
H 11.087 -8.439 30.636 0.535
H 12.137 -9.285 31.693 0.071
H 12.415 -7.598 31.471 -0.048
P 15.359 -7.289 32.964 1.308
F 15.934 -6.997 34.454 -0.406
F 16.350 -6.183 32.396 -0.402
F 16.609 -8.344 32.734 -0.436
F 14.817 -7.479 31.433 -0.475
F 14.469 -8.590 33.454 -0.218
F 14.113 -6.278 33.249 -0.713
C 13.475 -12.341 33.471 0.601
O 14.151 -12.628 32.543 -0.715
N 13.377 -11.230 34.082 0.164
N 12.717 -13.255 34.077 -0.308
H 12.781 -11.134 34.892 0.248
H 14.012 -10.494 33.807 -0.058
H 12.292 -13.026 34.964 0.095
H 12.698 -14.210 33.747 0.196
C 7.975 -2.737 33.428 0.571
O 8.318 -3.912 33.215 -0.388
N 8.913 -1.903 33.685 -0.318
N 6.807 -2.188 33.420 -0.366
H 8.721 -0.941 33.925 0.111
H 9.868 -2.213 33.581 0.159
H 6.749 -1.229 33.731 0.136
H 5.990 -2.717 33.152 0.224
C 12.109 -3.551 32.958 0.598
O 11.376 -2.586 32.713 -0.943
N 12.105 -4.681 32.244 0.585
N 12.959 -3.617 33.914 -0.279
H 12.760 -5.380 32.564 0.181
H 11.562 -4.739 31.394 0.073
H 13.451 -4.427 34.264 0.156
H 12.975 -2.787 34.489 0.267
C 11.027 -8.206 40.260 0.402
O 9.792 -8.326 40.475 -0.764
N 11.849 -9.099 40.688 -0.306
N 11.622 -7.107 39.828 -0.097
H 12.789 -9.151 40.324 0.134
H 11.580 -9.899 41.244 0.244
H 10.955 -6.412 39.525 0.266
H 12.529 -7.164 39.389 0.308
C 7.397 -10.882 38.279 0.586
O 6.654 -10.791 37.329 -0.701
N 7.568 -9.981 39.177 -0.326
N 8.144 -11.922 38.551 -0.358
H 8.272 -10.031 39.899 0.136
H 6.912 -9.220 39.078 0.130
H 8.201 -12.657 37.861 0.236
H 8.714 -11.808 39.377 0.156
C 14.094 -7.537 37.158 0.471
O 13.906 -7.133 38.220 -0.813
N 15.070 -8.394 36.913 -0.335
N 13.348 -7.299 36.109 0.487
H 15.471 -8.483 35.990 0.192
H 15.510 -8.650 37.785 0.228
H 12.598 -6.639 36.255 -0.186
H 13.792 -7.519 35.229 -0.237
C 9.779 -5.151 29.538 0.496
O 10.792 -5.625 29.995 -0.378
N 9.327 -5.409 28.354 -0.324
N 8.982 -4.466 30.252 0.003
H 9.789 -6.126 27.812 0.180
H 8.428 -5.067 28.047 0.180
H 8.112 -4.220 29.802 0.160
H 9.232 -4.368 31.225 -0.237
C 10.648 -8.888 27.287 0.602
O 10.882 -7.711 27.403 -0.838
N 9.745 -9.388 26.490 -0.508
N 11.373 -9.756 27.875 0.044
H 9.151 -8.695 26.058 0.280
H 9.508 -10.363 26.603 0.161
H 12.270 -9.444 28.220 -0.423
H 11.075 -10.703 27.689 0.217
C 11.763 -11.748 37.181 0.917
O 11.462 -11.209 36.133 -0.894
N 11.152 -12.812 37.784 -0.489
N 12.604 -11.319 38.056 -0.371
H 10.401 -13.231 37.254 0.241
H 11.459 -13.098 38.702 0.132
H 12.967 -11.985 38.724 0.191
H 13.085 -10.445 37.900 0.084
C 13.874 -6.199 27.502 0.528
O 14.964 -5.740 27.548 -0.754
N 13.344 -6.798 26.434 -0.261
N 13.174 -6.312 28.616 0.197
H 12.416 -7.191 26.500 0.284
H 13.876 -6.610 25.596 0.185
H 12.218 -6.637 28.573 0.077
H 13.580 -6.055 29.504 -0.116
C 10.548 -4.521 37.885 0.620
O 10.227 -4.971 38.947 -0.776
N 11.790 -4.217 37.568 -0.363
N 9.693 -4.090 36.946 -0.193
H 12.103 -3.838 36.686 0.151
H 12.539 -4.562 38.151 0.204
H 9.891 -3.764 36.011 0.063
H 8.761 -4.109 37.334 0.159
C 14.748 -10.764 29.671 -0.322
C 14.597 -9.435 28.948 0.260
C 14.805 -9.735 27.442 -0.293
O 14.682 -11.167 27.369 -0.515
C 14.137 -11.727 28.605 -0.176
H 14.329 -10.667 30.673 -0.046
H 15.816 -10.934 29.806 0.346
H 15.283 -8.691 29.353 0.676
H 13.597 -9.031 29.104 -0.601
H 15.781 -9.441 27.057 0.344
H 13.932 -9.371 26.899 0.266
H 14.344 -12.780 28.793 0.361
H 13.066 -11.628 28.432 -0.054
C 5.321 -5.550 31.278 -0.613
C 5.233 -5.749 32.759 0.025
C 5.043 -7.246 32.903 -0.340
O 5.924 -7.737 31.919 -0.409
C 6.022 -6.789 30.816 -0.002
H 5.649 -4.546 31.010 0.319
H 4.375 -5.572 30.737 0.345
H 4.458 -5.233 33.326 0.390
H 6.205 -5.413 33.120 -0.251
H 4.096 -7.663 32.562 0.352
H 5.203 -7.548 33.938 0.016
H 5.500 -7.109 29.914 0.302
H 7.027 -6.647 30.419 -0.138
C 6.035 -7.003 37.404 1.123
C 4.615 -7.660 37.459 -0.805
C 4.427 -7.883 38.942 -0.551
O 5.721 -7.597 39.561 -0.498
C 6.409 -6.636 38.780 -0.759
H 6.047 -6.145 36.732 0.694
H 6.781 -7.766 37.181 -1.283
H 4.625 -8.583 36.879 0.321
H 3.817 -7.027 37.071 0.326
H 4.068 -8.888 39.162 0.293
H 3.659 -7.186 39.277 0.396
H 7.481 -6.690 38.969 0.199
H 6.022 -5.631 38.949 0.424
```